{
  "formula": "C9H7N3",
  "method": "ωB97M-V/def2-TZVPD",
  "gap_ha": 0.348,
  "relative_energy_kj_mol": 155.6,
  "total_charge": 0,
  "lumo_energy_ev": -0.44,
  "symbols": ["C", "C", "C", "C", "C", "C", "C", "C", "C", "H", "H", "H", "H", "H", "H", "H", "N", "N", "N"],
  "xyz": [[-2.742201, 0.984508, -0.231228], [-1.399823, 0.962466, -0.250093], [-0.720109, -0.173034, -0.187834], [-1.333067, -1.294453, 0.267608], [-2.754275, -1.163729, 0.278686], [0.735001, -0.096779, -0.272942], [1.473013, 1.064096, 0.159165], [2.871488, 0.948063, 0.330376], [2.796044, -1.159452, -0.223271], [-3.281370, 2.007694, -0.535367], [-0.896927, 1.924482, -0.396781], [-0.805109, -2.284443, 0.411706], [-3.279643, -2.062392, 0.578476], [0.886670, 2.043120, 0.065927], [3.450243, 1.773257, 0.752073], [3.388906, -2.039037, -0.562733], [-3.496177, -0.089166, 0.096050], [3.624547, -0.124849, 0.160948], [1.482787, -1.220345, -0.440757]],
  "forces_ev_per_angstrom": [[-3.353, 2.315, -0.159], [-0.435, 3.835, -1.271], [2.998, -1.584, 0.967], [-1.715, -1.562, -1.097], [0.631, -1.935, 1.550], [3.947, 0.499, 1.887], [-1.530, -0.077, -1.991], [-0.180, 1.644, 0.970], [1.741, -0.499, -1.387], [0.975, -2.490, 1.046], [-0.238, -0.512, -0.294], [-0.806, 1.441, -0.145], [-0.330, -0.020, -0.048], [1.581, -1.306, 0.942], [-0.446, 0.308, -0.388], [-0.771, 0.352, 0.619], [1.092, 0.703, -1.043], [-3.052, -1.607, -0.467], [-0.111, 0.494, 0.308]],
  "lowdin_charge": [-0.141, -0.087, -0.232, 0.019, -0.144, -0.195, 0.019, -0.162, -0.190, 0.153, 0.110, 0.139, 0.101, 0.117, 0.107, 0.113, 0.075, 0.083, 0.118]
}


{
  "formula": "C6H14Cl",
  "method": "ωB97M-V/def2-TZVPD",
  "gap_ha": [0.337, 0.399],
  "relative_energy_kj_mol": 141.8,
  "multiplicity": 2,
  "total_charge": 0,
  "lumo_energy_ev": [0.68, 0.03],
  "symbols": ["Cl", "H", "C", "C", "C", "C", "C", "C", "H", "H", "H", "H", "H", "H", "H", "H", "H", "H", "H", "H", "H"],
  "xyz": [[4.719320, -1.816146, 0.058158], [4.052701, -1.146948, -0.789563], [-0.559036, 0.139055, -2.231119], [-0.345719, -0.983807, -3.168113], [-0.823080, -0.146892, -0.768793], [-0.080898, 0.572060, 0.412771], [-0.842774, 0.493980, 1.805731], [-0.425467, 1.170687, 3.110582], [0.407618, 0.641907, -2.181634], [0.657627, -0.841869, -3.582571], [-0.298151, -1.913487, -2.611240], [-0.977866, -1.155903, -4.051725], [-1.886369, -0.093010, -0.437778], [-0.535986, -1.192218, -0.581922], [0.953725, 0.245031, 0.644229], [-0.082536, 1.656205, 0.326936], [-1.872571, 0.820967, 1.635929], [-1.046069, -0.534816, 2.056698], [-1.180362, 1.009095, 3.920227], [0.538363, 0.845760, 3.484692], [-0.372470, 2.230348, 2.948503]],
  "forces_ev_per_angstrom": [[0.157, -0.167, 0.215], [-0.169, 0.173, -0.216], [1.975, 0.366, 2.003], [0.321, -0.722, -1.029], [-0.952, -0.670, 1.938], [-0.096, 1.234, 1.667], [-1.446, -1.213, -0.611], [0.018, 0.012, -0.155], [-0.404, 1.181, -0.557], [-0.117, -0.162, -0.195], [-0.234, -0.400, 0.050], [-0.289, 0.326, 0.468], [0.331, -0.111, -0.655], [-0.351, -0.197, -0.291], [-0.401, 0.033, -0.757], [0.491, 0.269, -0.847], [-0.025, 0.374, -0.340], [0.299, -0.848, -0.013], [0.523, -0.067, -0.804], [0.226, -0.145, 0.048], [0.144, 0.735, 0.082]],
  "lowdin_charge": [0.269, -0.272, -0.112, -0.140, -0.231, -0.197, -0.286, -0.119, 0.079, 0.068, 0.064, 0.074, 0.110, 0.103, 0.107, 0.096, 0.094, 0.089, 0.086, 0.062, 0.055]
}